[1]
Density functional theory data (ωB97M-V/def2-TZVPD) for a structure of composition C6H4Cl2CuF12O12S4 at a distorted geometry.

XYZ file:
```
41
Properties=species:S:1:pos:R:3
Cu 0.98417 -0.40298 0.12984
C 3.82976 -2.30951 3.21356
F 4.43663 -2.08425 2.03656
F 3.69371 -3.64488 3.30196
F 4.64673 -1.93064 4.19851
S 2.17393 -1.43689 3.35925
O 1.30216 -2.41676 3.93715
O 2.48518 -0.32655 4.21820
O 1.88794 -1.08908 1.96773
C -0.58909 3.51754 1.15970
F -0.66630 4.76260 1.64553
F -1.71535 2.87697 1.51164
F -0.55279 3.59344 -0.17267
S 0.90977 2.64878 1.80842
O 1.96576 3.55617 1.43751
O 0.69983 2.50601 3.21342
O 0.87615 1.40090 1.04373
C 1.56573 0.14210 -3.97829
F 1.42925 -0.85189 -4.87114
F 2.45175 0.99762 -4.46836
F 0.38342 0.71967 -3.82792
S 2.16557 -0.56564 -2.38724
O 3.44458 -1.14103 -2.66061
O 2.12392 0.55443 -1.43065
O 1.16025 -1.51241 -1.89141
C -3.12165 -2.32294 0.71059
F -3.18432 -1.33702 -0.19337
F -3.85652 -1.95817 1.76277
F -3.69914 -3.40586 0.16755
S -1.34560 -2.73932 1.16153
O -1.01236 -3.81784 0.26690
O -0.61722 -1.48902 0.89493
O -1.45941 -3.09462 2.53494
Cl -2.03453 3.26399 -3.41240
C -3.23213 2.21273 -2.60179
C -2.71088 0.81802 -2.35189
Cl -1.29844 0.81496 -1.29890
H -4.11796 2.19231 -3.23190
H -3.47293 2.71407 -1.66632
H -2.44022 0.38683 -3.31737
H -3.48938 0.19819 -1.91969
```

Output
**Total energy**: -176495.95060 eV
**LUMO (spin up / spin down)**: 3.98 / 2.34 eV
**Expectation value of S²**: 0.75
**Charge**: -2
**Spin multiplicity**: 2

Partial atomic charges computed with the natural (NBO) method, in multiples of e: number 1, Cu, carries 1.64; number 2, C, carries 0.68; number 3, F, carries -0.33; number 4, F, carries -0.34; number 5, F, carries -0.33; number 6, S, carries 2.37; number 7, O, carries -0.96; number 8, O, carries -0.97; number 9, O, carries -1.09; number 10, C, carries 0.69; number 11, F, carries -0.33; number 12, F, carries -0.33; number 13, F, carries -0.33; number 14, S, carries 2.38; number 15, O, carries -0.97; number 16, O, carries -0.94; number 17, O, carries -1.09; number 18, C, carries 0.72; number 19, F, carries -0.33; number 20, F, carries -0.31; number 21, F, carries -0.30; number 22, S, carries 2.31; number 23, O, carries -0.92; number 24, O, carries -1.01; number 25, O, carries -1.00; number 26, C, carries 0.69; number 27, F, carries -0.34; number 28, F, carries -0.32; number 29, F, carries -0.33; number 30, S, carries 2.37; number 31, O, carries -0.97; number 32, O, carries -1.08; number 33, O, carries -0.94; number 34, Cl, carries -0.07; number 35, C, carries -0.38; number 36, C, carries -0.40; number 37, Cl, carries -0.02; number 38, H, carries 0.21; number 39, H, carries 0.22; number 40, H, carries 0.21; number 41, H, carries 0.23

***

[2]
Density functional theory data (ωB97M-V/def2-TZVPD) for an isolated molecule of C3H7N3O2 at a distorted geometry.

XYZ file:
```
15
Properties=species:S:1:pos:R:3
N 2.44883 0.28220 -0.06987
C 1.23028 0.97247 0.27551
C 0.00891 0.49306 -0.59911
O -0.55757 1.18100 -1.40375
C -0.28676 -0.95117 -0.24123
O 0.51228 -1.84718 -0.45329
N -1.49096 -1.15381 0.34372
N -2.52052 -0.20964 0.47038
H 2.70758 0.46505 -1.03446
H 2.34794 -0.71905 0.04178
H 1.01788 0.79666 1.34268
H 1.35020 2.05096 0.11122
H -1.78921 -2.11697 0.45974
H -2.69793 0.26295 -0.41326
H -2.28095 0.49348 1.16992
```

Output
**Total energy**: -11788.69972 eV
**Relative energy (zero: lowest compared OMol25 entry of this formula, charge and spin)**: 252.2 kJ/mol
**LUMO**: 0.49 eV
**Structure (SMILES)**: NCC(=O)C(=O)NN
**Charge**: 0

Partial atomic charges computed with the natural (NBO) method, in multiples of e: number 1, N, carries -0.81; number 2, C, carries -0.32; number 3, C, carries 0.50; number 4, O, carries -0.51; number 5, C, carries 0.55; number 6, O, carries -0.60; number 7, N, carries -0.45; number 8, N, carries -0.64; number 9, H, carries 0.36; number 10, H, carries 0.38; number 11, H, carries 0.20; number 12, H, carries 0.21; number 13, H, carries 0.40; number 14, H, carries 0.37; number 15, H, carries 0.35

***

[3]
Density functional theory data (ωB97M-V/def2-TZVPD) for a structure of composition C2H4O3Y at a distorted geometry.

XYZ file:
```
10
Properties=species:S:1:pos:R:3
C 2.32597 0.10713 -0.27185
O 1.83746 0.64358 0.74224
H 2.48958 0.70663 -1.18422
H 2.93651 -0.80816 -0.18593
O -0.52375 0.28179 -0.97994
C -1.61748 -0.48545 -0.52599
O -1.90256 -0.15905 0.80063
Y -0.33560 1.20900 0.98095
H -1.36984 -1.56812 -0.61660
H -2.49830 -0.27797 -1.17499
```

Output
**Total energy**: -9317.11439 eV
**LUMO**: -5.45 eV
**Charge**: +1

Partial atomic charges computed with the Löwdin method, in multiples of e: number 1, C, carries 0.05; number 2, O, carries -0.18; number 3, H, carries 0.13; number 4, H, carries 0.13; number 5, O, carries -0.35; number 6, C, carries -0.50; number 7, O, carries -0.35; number 8, Y, carries 1.82; number 9, H, carries 0.12; number 10, H, carries 0.12

***

[4]
Density functional theory data (ωB97M-V/def2-TZVPD) for a structure of composition C22H24AsClI2OPV at a distorted geometry.

XYZ file:
```
53
Properties=species:S:1:pos:R:3
I 3.03950 -1.96675 -2.43645
I -1.79323 -2.09807 -2.21203
V 0.49917 -0.66049 -1.86801
P -0.05094 0.13950 -4.18084
C -1.73423 0.17122 -4.89266
C 0.67201 1.70994 -4.63827
H 1.64862 -1.54119 -4.57605
H 1.01511 -0.86931 -6.11623
H -0.00904 -1.99318 -5.11732
C 0.73542 -1.18254 -5.09998
H 1.72710 1.73187 -4.33378
H 0.56197 1.80327 -5.72511
H -1.66673 0.36839 -5.97027
H -2.34585 0.94465 -4.41542
H 0.11961 2.52522 -4.15231
H -2.17106 -0.81714 -4.70951
C -0.87312 0.63705 -1.62866
O -1.73241 1.45853 -1.49396
Cl 2.18140 0.86603 -1.41208
C -0.35515 3.98714 3.30902
C 0.33509 3.96810 2.08829
C 0.39680 2.78053 1.33937
C -0.28409 1.63161 1.78039
C -0.96300 1.66552 3.00950
C -1.00182 2.83835 3.76932
As -0.00080 -0.03726 0.77000
C 1.58652 -0.73105 1.64393
C 2.10115 -1.91661 1.10835
C 3.33742 -2.38364 1.54162
C 4.12314 -1.61339 2.41323
C 3.64750 -0.37485 2.87094
C 2.38035 0.07274 2.46814
C -1.50586 -1.03369 1.52437
C -1.29098 -2.22106 2.21837
C -2.36485 -2.98382 2.68459
C -3.66209 -2.53739 2.41914
C -3.87299 -1.32782 1.75850
C -2.80487 -0.56497 1.29075
H -0.38190 4.89639 3.92008
H 0.81320 4.88946 1.75348
H 0.98117 2.78254 0.41891
H -1.42964 0.77598 3.41588
H -1.51483 2.85013 4.74278
H 1.63341 -2.40057 0.24026
H 3.71875 -3.31558 1.10578
H 5.10761 -1.97421 2.71114
H 4.27976 0.27776 3.48713
H 2.02193 1.08446 2.66432
H -0.26172 -2.53884 2.36500
H -2.19027 -3.93057 3.19517
H -4.50323 -3.15936 2.71477
H -4.89297 -1.01547 1.52778
H -3.00605 0.33241 0.70863
```

Output
**Total energy**: -149759.05677 eV
**Relative energy (zero: lowest compared OMol25 entry of this formula, charge and spin)**: 5.4 kJ/mol
**LUMO (spin up / spin down)**: -12.92 / -12.94 eV
**Expectation value of S²**: 0.76
**Charge**: +3
**Spin multiplicity**: 2

Partial atomic charges computed with the natural (NBO) method, in multiples of e: number 1, I, carries 0.42; number 2, I, carries 0.31; number 3, V, carries 0.11; number 4, P, carries 1.29; number 5, C, carries -0.95; number 6, C, carries -0.98; number 7, H, carries 0.25; number 8, H, carries 0.31; number 9, H, carries 0.28; number 10, C, carries -1.00; number 11, H, carries 0.28; number 12, H, carries 0.30; number 13, H, carries 0.30; number 14, H, carries 0.28; number 15, H, carries 0.28; number 16, H, carries 0.26; number 17, C, carries 0.42; number 18, O, carries -0.42; number 19, Cl, carries -0.16; number 20, C, carries -0.13; number 21, C, carries -0.19; number 22, C, carries -0.25; number 23, C, carries -0.23; number 24, C, carries -0.23; number 25, C, carries -0.17; number 26, As, carries 1.35; number 27, C, carries -0.35; number 28, C, carries -0.21; number 29, C, carries -0.20; number 30, C, carries -0.13; number 31, C, carries -0.11; number 32, C, carries -0.20; number 33, C, carries -0.37; number 34, C, carries -0.20; number 35, C, carries -0.18; number 36, C, carries -0.11; number 37, C, carries -0.21; number 38, C, carries -0.16; number 39, H, carries 0.26; number 40, H, carries 0.26; number 41, H, carries 0.22; number 42, H, carries 0.24; number 43, H, carries 0.26; number 44, H, carries 0.19; number 45, H, carries 0.25; number 46, H, carries 0.26; number 47, H, carries 0.26; number 48, H, carries 0.25; number 49, H, carries 0.24; number 50, H, carries 0.26; number 51, H, carries 0.26; number 52, H, carries 0.26; number 53, H, carries 0.23

***

[5]
Density functional theory data (ωB97M-V/def2-TZVPD) for an isolated molecule of CN4O3 at a distorted geometry.

XYZ file:
```
8
Properties=species:S:1:pos:R:3
O 1.90072 -1.13143 -0.17494
N 1.45916 -0.03696 -0.03981
O 2.16458 1.04216 0.25976
C 0.03442 0.13287 -0.15586
N -0.86759 1.13724 -0.15809
N -2.06562 0.59752 -0.05834
N -1.93395 -0.66755 0.17103
O -0.69172 -1.07385 0.15625
```

Output
**Total energy**: -13132.69941 eV
**Relative energy (zero: lowest compared OMol25 entry of this formula, charge and spin)**: 111.6 kJ/mol
**LUMO**: -2.44 eV
**Structure (SMILES)**: O=[N+]([O-])c1nnno1
**Charge**: 0

Partial atomic charges computed with the natural (NBO) method, in multiples of e: number 1, O, carries -0.25; number 2, N, carries 0.45; number 3, O, carries -0.35; number 4, C, carries 0.46; number 5, N, carries -0.20; number 6, N, carries -0.04; number 7, N, carries 0.14; number 8, O, carries -0.21

***

[6]
Density functional theory data (ωB97M-V/def2-TZVPD) for a cluster of 2 separate species, C3H2Cl3N in total at a distorted geometry.

XYZ file:
```
9
Properties=species:S:1:pos:R:3
C 1.45332 0.04518 -0.48995
C -0.76682 -0.32669 0.76583
C 0.16552 -0.55628 -0.35859
N 2.56572 0.38421 -0.54462
Cl -0.03698 0.72082 2.01498
Cl -0.30425 2.15213 -1.49352
Cl -0.35829 -1.36869 -1.67295
H -1.77791 0.27606 0.44364
H -0.94031 -1.32674 1.33518
```

Output
**Total energy**: -42196.79935 eV
**Relative energy (zero: lowest compared OMol25 entry of this formula, charge and spin)**: 302.1 kJ/mol
**LUMO**: -3.81 eV
**Charge**: 0

Partial atomic charges computed with the natural (NBO) method, in multiples of e: number 1, C, carries 0.17; number 2, C, carries -0.51; number 3, C, carries 0.10; number 4, N, carries -0.15; number 5, Cl, carries 0.02; number 6, Cl, carries -0.54; number 7, Cl, carries 0.29; number 8, H, carries 0.34; number 9, H, carries 0.28